1.
Computed, not measured: one molecule with the formula C3H5NO2 at a distorted geometry, with ωB97M-V with the def2-TZVPD basis set.

The geometry in XYZ format:
```
11
Properties=species:S:1:pos:R:3:forces:R:3
C 1.979550 -0.205583 0.053010 0.580 0.615 0.075
C -0.265512 0.024885 -0.742593 -0.220 4.337 2.675
C 0.974885 0.810184 0.231268 -2.913 -1.761 -1.343
N 2.646154 -1.123222 -0.066086 0.701 -0.722 -0.158
O -0.726317 -1.012481 0.044779 1.113 0.461 0.808
O 1.304201 2.074124 -0.284408 -0.523 0.271 1.279
H -1.148171 0.793560 -0.969982 2.016 -1.300 0.345
H 0.273711 -0.245275 -1.605531 0.345 -0.518 -1.298
H 0.670851 0.665200 1.304431 -0.051 0.980 -0.901
H -1.351557 -1.419074 -0.502382 -1.635 -1.558 -0.834
H 0.795556 2.749913 0.224416 0.587 -0.804 -0.648
```
Positions in Å, forces in eV/Å.

Values from the calculation:
Highest occupied orbital energy   -10.492 eV
SMILES   N#C[C@@H](O)CO
HOMO-LUMO gap   10.94 eV
LUMO energy   0.016 Ha
ΔE to the lowest compared entry with this formula, charge and spin   255.7 kJ/mol
E_tot   -8775.045 eV

Mulliken population analysis, charges in e, atoms 1 to 8: 0.1555 -0.4218 0.0628 -0.4038 -0.4689 -0.4970 0.2945 0.3503



2.
Computed, not measured: one molecule with the formula C3H5NO2, with ωB97M-V with the def2-TZVPD basis set.

The geometry in XYZ format:
```
11
Properties=species:S:1:pos:R:3:forces:R:3
N 1.980151 0.535839 0.802849 0.252 0.152 -0.067
C 0.915544 0.613189 -0.120173 0.076 0.132 -0.260
O 1.388453 -0.652468 0.134286 0.081 -0.274 0.187
C -1.494905 -1.039010 0.136310 -0.079 -0.008 -0.036
C -1.335177 0.242444 -0.145381 -0.182 -0.156 -0.152
O -0.297081 0.989766 0.390927 -0.010 -0.046 0.103
H 2.839394 0.698697 0.271256 0.042 0.010 0.147
H 1.098001 0.954460 -1.138225 -0.063 0.118 -0.003
H -0.826238 -1.553205 0.817290 -0.092 0.082 -0.107
H -2.291668 -1.599784 -0.333379 -0.045 0.078 0.063
H -1.976471 0.810071 -0.815757 0.020 -0.086 0.126
```
Positions in Å, forces in eV/Å.

Values from the calculation:
Highest occupied orbital energy   -9.979 eV
SMILES   C=CO[C@H]1NO1
HOMO-LUMO gap   10.97 eV
LUMO energy   0.036 Ha
ΔE to the lowest compared entry with this formula, charge and spin   411.7 kJ/mol
E_tot   -8773.427 eV

Mulliken population analysis, charges in e, atoms 1 to 8: -0.4704 0.2792 -0.3448 -0.5800 -0.1418 -0.3424 0.2906 0.4055



3.
Computed, not measured: one molecule with the formula C3H5NO2, with ωB97M-V with the def2-TZVPD basis set.

The geometry in XYZ format:
```
11
Properties=species:S:1:pos:R:3:forces:R:3
O 2.461347 0.249888 0.118811 -0.532 -0.038 -0.188
C 1.287423 0.201033 -0.119044 0.250 0.015 0.378
N 0.412733 -0.753451 0.254642 0.242 -0.120 0.029
C -1.006894 -0.828018 -0.008129 -0.417 0.207 -0.343
C -0.188198 2.084810 -0.440260 0.200 -0.568 0.501
O 0.680245 1.217688 -0.910813 -0.089 0.423 -0.075
H 0.841783 -1.528914 0.738101 0.019 0.169 0.008
H -1.256743 -1.795283 -0.456302 0.027 0.164 0.109
H -1.597975 -0.683064 0.903334 0.145 -0.062 -0.126
H -0.353879 1.805633 0.656849 0.169 0.190 -0.495
H -1.286681 -0.042459 -0.722076 -0.015 -0.379 0.204
```
Positions in Å, forces in eV/Å.

Values from the calculation:
Highest occupied orbital energy   -9.088 eV
HOMO-LUMO gap   9.35 eV
LUMO energy   0.010 Ha
ΔE to the lowest compared entry with this formula, charge and spin   349.6 kJ/mol
E_tot   -8774.072 eV

Mulliken population analysis, charges in e, atoms 1 to 8: -0.5301 0.6114 -0.1390 -0.8213 -0.2965 -0.1898 0.2201 0.3163



4.
Computed, not measured: one molecule with the formula C3H5NO2, with ωB97M-V with the def2-TZVPD basis set.

The geometry in XYZ format:
```
11
Properties=species:S:1:pos:R:3:forces:R:3
N 0.923648 1.179019 -0.418140 0.108 -0.267 -0.320
C 1.321235 -0.010735 -0.559348 0.109 -0.053 0.079
O 0.573015 -1.090407 -0.327364 -0.046 0.249 -0.087
C -0.811120 -0.881656 0.000548 -0.041 0.078 0.163
C -1.128252 0.377133 0.834100 0.014 -0.196 0.102
O -0.969886 0.378592 2.027959 -0.081 0.136 -0.400
H 1.703462 1.780940 -0.661806 -0.159 0.327 0.109
H 2.329640 -0.295890 -0.857644 -0.065 -0.164 0.013
H -1.043770 -1.741823 0.624778 -0.228 0.010 -0.064
H -1.419742 -0.891816 -0.914671 0.275 0.049 0.115
H -1.601875 1.212994 0.278370 0.115 -0.169 0.290
```
Positions in Å, forces in eV/Å.

Values from the calculation:
Highest occupied orbital energy   -9.781 eV
SMILES   [H]/N=C/OCC=O
HOMO-LUMO gap   10.64 eV
LUMO energy   0.031 Ha
ΔE to the lowest compared entry with this formula, charge and spin   174.2 kJ/mol
E_tot   -8775.889 eV

Mulliken population analysis, charges in e, atoms 1 to 8: -0.5489 0.0969 -0.3378 -0.3074 0.0982 -0.4739 0.2457 0.3694



5.
Computed, not measured: one molecule with the formula C3H5NO2 at a distorted geometry, with ωB97M-V with the def2-TZVPD basis set.

The geometry in XYZ format:
```
11
Properties=species:S:1:pos:R:3:forces:R:3
C 1.585855 0.408346 -0.980739 -2.279 -0.787 3.053
C 0.499055 -0.254558 0.878853 -2.155 1.551 1.952
C -0.784333 0.207687 -0.153709 3.381 -2.632 0.140
N 1.670220 0.084168 0.257388 1.645 -0.207 -2.797
O -1.520829 -0.810648 -0.704778 -0.381 1.098 0.457
O -1.451521 1.243619 0.244719 0.672 0.516 0.782
H 2.453008 0.501476 -1.588936 0.862 0.406 -0.555
H 0.503690 0.130518 1.960725 -0.590 0.759 -1.493
H 0.356384 -1.266261 1.217672 0.166 -1.208 -1.049
H -0.978982 -1.535172 -1.055925 0.216 0.617 0.284
H -2.332545 1.290828 -0.075269 -1.536 -0.114 -0.773
```
Positions in Å, forces in eV/Å.

Values from the calculation:
Highest occupied orbital energy (alpha / beta)   -7.559 / -7.093 eV
HOMO-LUMO gap (alpha / beta)   8.03 / 7.47 eV
LUMO energy (alpha / beta)   0.017 / 0.014 Ha
ΔE to the lowest compared entry with this formula, charge and spin   530.9 kJ/mol
E_tot   -8772.192 eV

Mulliken population analysis, charges in e, atoms 1 to 8: -0.3157 -0.3229 0.3369 -0.3623 -0.5020 -0.3324 0.2871 0.2772



6.
Computed, not measured: a 2-piece molecular cluster, C3H5NO2 overall at a distorted geometry, with ωB97M-V with the def2-TZVPD basis set.

The geometry in XYZ format:
```
11
Properties=species:S:1:pos:R:3:forces:R:3
C 0.018591 1.797391 0.703044 -3.504 -3.060 -1.138
C -0.900350 -0.001268 0.142616 3.490 6.329 2.265
C -0.133407 -1.155290 -0.007129 -0.999 -3.346 -0.401
N -2.190120 0.057275 -0.163841 -3.944 -0.408 -1.263
O -2.819592 1.134868 -0.174759 0.790 -0.571 0.267
O -2.749241 -1.043202 -0.488292 0.786 1.369 0.573
H -0.852123 2.522798 0.789105 1.711 -0.944 -0.028
H 1.086043 1.819398 0.991692 -1.000 -0.192 -0.244
H 0.829317 -0.906645 -0.308978 1.895 0.328 -0.299
H -0.645090 -1.738243 -0.848902 0.838 0.204 1.372
H -0.097813 -1.740104 0.961603 -0.064 0.290 -1.105
```
Positions in Å, forces in eV/Å.

Values from the calculation:
Highest occupied orbital energy (alpha / beta)   -9.972 / -9.662 eV
HOMO-LUMO gap (alpha / beta)   8.06 / 8.85 eV
LUMO energy (alpha / beta)   -0.070 / -0.030 Ha
ΔE to the lowest compared entry with this formula, charge and spin   917.0 kJ/mol
E_tot   -8768.190 eV

Mulliken population analysis, charges in e, atoms 1 to 8: -0.6272 0.1983 -0.7747 0.8054 -0.5706 -0.5846 0.3247 0.3415



7.
Computed, not measured: a 2-piece molecular cluster, C3H5NO2 overall, with ωB97M-V with the def2-TZVPD basis set.

The geometry in XYZ format:
```
11
Properties=species:S:1:pos:R:3:forces:R:3
O -1.581644 0.944285 -0.424271 0.512 -0.337 0.423
C -0.714482 0.429872 0.209577 -0.546 0.336 -0.200
C -0.275720 0.426042 1.674895 -0.184 0.194 0.208
O 0.778837 -0.499888 1.324812 0.101 -0.078 0.003
C 0.444020 -0.550916 -0.014958 0.223 -0.332 -0.505
N 0.944418 -1.193682 -0.963704 -0.140 0.202 0.447
H -0.848498 0.295436 -2.803298 0.060 0.084 -0.085
H -0.155719 0.550027 -2.732105 -0.041 -0.040 -0.149
H 0.116588 1.370849 2.058922 -0.051 -0.108 -0.062
H -0.999045 -0.016211 2.364500 0.097 0.051 -0.055
H 1.730916 -1.765599 -0.650736 -0.031 0.029 -0.026
```
Positions in Å, forces in eV/Å.

Values from the calculation:
Highest occupied orbital energy   -10.503 eV
SMILES   [H]/N=C1\OCC1=O.[H][H]
HOMO-LUMO gap   10.27 eV
LUMO energy   -0.008 Ha
ΔE to the lowest compared entry with this formula, charge and spin   298.2 kJ/mol
E_tot   -8774.604 eV

Mulliken population analysis, charges in e, atoms 1 to 8: -0.4516 0.4125 -0.2484 -0.3728 0.5179 -0.5897 0.0373 -0.0456



8.
Computed, not measured: one molecule with the formula C3H5NO2, with ωB97M-V with the def2-TZVPD basis set.

The geometry in XYZ format:
```
11
Properties=species:S:1:pos:R:3:forces:R:3
N 0.999939 0.967691 0.104339 0.119 -0.023 -0.103
C 1.656203 0.061312 -0.696184 0.148 0.241 -0.063
O 1.336865 -1.084837 -0.854634 0.075 0.000 0.011
C -1.683200 -0.980536 0.384723 0.036 0.126 -0.009
C -1.105435 0.200976 0.291780 -0.271 -0.223 -0.102
O 0.066672 0.452942 0.990219 -0.039 -0.071 0.112
H 1.509421 1.735943 0.515052 0.018 -0.010 -0.058
H 2.478693 0.563531 -1.241319 -0.007 -0.069 0.069
H -1.201275 -1.764555 0.954729 -0.093 0.003 -0.036
H -2.607331 -1.187882 -0.138093 0.022 0.076 0.125
H -1.450557 1.035413 -0.310609 -0.008 -0.050 0.052
```
Positions in Å, forces in eV/Å.

Values from the calculation:
Highest occupied orbital energy   -9.400 eV
SMILES   C=CONC=O
HOMO-LUMO gap   10.28 eV
LUMO energy   0.032 Ha
ΔE to the lowest compared entry with this formula, charge and spin   306.9 kJ/mol
E_tot   -8774.514 eV

Mulliken population analysis, charges in e, atoms 1 to 8: -0.2101 0.0737 -0.4625 -0.6044 0.0018 -0.2353 0.2532 0.3307



9.
Computed, not measured: C3H5NO2 as an isolated structure, with ωB97M-V with the def2-TZVPD basis set.

The geometry in XYZ format:
```
11
Properties=species:S:1:pos:R:3:forces:R:3
O -2.014697 -0.299379 -1.669146 0.615 0.257 0.725
C -1.371412 -0.004659 -0.748869 -0.625 -0.150 -0.436
N -1.200902 0.226134 0.542234 -0.263 -0.138 -0.147
C 0.092274 -0.404129 0.917078 0.191 -0.072 0.137
C 1.067023 0.073031 -0.231479 0.129 -0.048 0.028
O 0.254140 0.886171 -1.041879 0.052 0.074 -0.123
H -0.552948 1.172918 -0.002627 0.084 -0.034 -0.070
H 0.364002 -0.038532 1.908913 -0.036 -0.049 -0.176
H -0.008038 -1.491479 0.955128 0.032 0.160 -0.002
H 1.467192 -0.774996 -0.799481 -0.067 0.096 0.081
H 1.903366 0.654920 0.170128 -0.112 -0.098 -0.018
```
Positions in Å, forces in eV/Å.

Values from the calculation:
Highest occupied orbital energy   -10.131 eV
HOMO-LUMO gap   10.77 eV
LUMO energy   0.023 Ha
ΔE to the lowest compared entry with this formula, charge and spin   356.1 kJ/mol
E_tot   -8774.004 eV

Mulliken population analysis, charges in e, atoms 1 to 8: -0.3510 0.6345 -0.5314 -0.4168 -0.2254 -0.6066 0.4338 0.2538



10.
Computed, not measured: a 2-piece molecular cluster, C3H5NO2 overall at a distorted geometry, with ωB97M-V with the def2-TZVPD basis set.

The geometry in XYZ format:
```
11
Properties=species:S:1:pos:R:3:forces:R:3
O 0.168055 1.850625 -0.858626 -0.133 0.087 -0.008
C -0.189697 0.941114 0.124929 -1.991 0.033 0.824
C -0.665786 -0.362032 -0.305946 0.931 -1.038 -0.505
N -0.558841 -1.366353 0.473811 -0.607 -0.005 -0.416
C 1.739897 -1.083863 0.236953 1.969 -0.920 0.307
O 2.277647 -2.063017 0.455450 -0.508 0.694 -0.187
H 0.461601 2.669913 -0.436660 -0.207 -0.281 -0.141
H 0.379044 1.022471 1.055190 -0.212 -0.387 -0.254
H -1.362854 0.848727 0.392981 0.998 2.392 0.464
H -1.180540 -0.287065 -1.270712 -0.042 -0.416 0.001
H -1.068525 -2.170518 0.132629 -0.198 -0.159 -0.084
```
Positions in Å, forces in eV/Å.

Values from the calculation:
Highest occupied orbital energy   -9.521 eV
HOMO-LUMO gap   10.22 eV
LUMO energy   0.026 Ha
ΔE to the lowest compared entry with this formula, charge and spin   327.9 kJ/mol
E_tot   -8774.296 eV

Mulliken population analysis, charges in e, atoms 1 to 8: -0.4923 -0.1944 -0.0727 -0.6216 0.1484 -0.2210 0.3312 0.3840



11.
Computed, not measured: an isolated ion of composition C3H5NO2S and charge -2 at a distorted geometry, with ωB97M-V with the def2-TZVPD basis set.

The geometry in XYZ format:
```
12
Properties=species:S:1:pos:R:3:forces:R:3
O 0.926344 -1.858737 -1.643373 0.547 -0.246 -0.710
C 0.882122 -0.635610 -1.371769 -1.580 -0.575 1.386
O 1.078405 0.343878 -2.118020 0.346 0.259 0.246
C 0.301582 -0.437362 0.134563 0.709 1.141 -0.627
C -1.071215 0.294249 0.127124 0.296 0.426 0.139
S -1.655389 0.878248 1.780486 -0.144 -0.004 0.186
N 1.272142 0.354690 0.948517 -0.058 0.086 -0.393
H 0.292058 -1.441405 0.547245 -0.406 -0.022 0.101
H -0.935395 1.182325 -0.515895 -0.019 -0.325 0.142
H -1.907035 -0.270262 -0.278853 0.253 -0.426 -0.313
H 0.749701 0.680768 1.766026 -0.108 -0.219 0.004
H 1.398001 1.222875 0.427232 0.165 -0.096 -0.161
```
Positions in Å, forces in eV/Å.

Values from the calculation:
Highest occupied orbital energy   0.596 eV
SMILES   N[C@@H](C[S-])C(=O)[O-]
HOMO-LUMO gap   5.62 eV
LUMO energy   0.228 Ha
ΔE to the lowest compared entry with this formula, charge and spin   57.1 kJ/mol
E_tot   -19611.921 eV
Total charge   -2

Mulliken population analysis, charges in e, atoms 1 to 8: -0.7357 0.3375 -0.7259 0.2864 -0.7651 -0.8355 -0.8428 0.1964



12.
Computed, not measured: C3H5NO2S as an isolated structure at a distorted geometry, with ωB97M-V with the def2-TZVPD basis set.

The geometry in XYZ format:
```
12
Properties=species:S:1:pos:R:3:forces:R:3
C -3.094045 1.730852 0.837391 -0.253 -0.101 0.175
C 0.737510 -0.860613 -0.249683 4.142 2.303 -0.693
C 1.443462 -0.046655 0.546345 -2.593 0.582 0.485
N -2.157210 1.456386 1.399664 1.522 -0.389 -0.325
O -2.045125 0.566404 4.012357 0.908 1.448 -0.501
O -1.564394 2.984004 3.767224 -0.495 0.898 0.164
S -1.198662 1.640248 3.496130 0.152 -2.371 1.518
H -4.042943 1.913280 0.508876 -1.824 0.508 -1.036
H 1.073971 0.272953 1.534374 0.511 -0.480 -0.244
H 1.265622 -0.840678 -1.201676 -0.967 -0.728 -0.493
H -0.076060 -1.441072 -0.073698 -2.080 -1.631 0.741
H 2.067043 0.652480 0.027321 0.977 -0.038 0.209
```
Positions in Å, forces in eV/Å.

Values from the calculation:
Highest occupied orbital energy   -10.178 eV
HOMO-LUMO gap   10.06 eV
LUMO energy   -0.004 Ha
ΔE to the lowest compared entry with this formula, charge and spin   312.1 kJ/mol
E_tot   -19609.276 eV

Mulliken population analysis, charges in e, atoms 1 to 8: 0.0565 -0.5241 -0.3668 -0.2924 -0.4492 -0.4260 0.7567 0.3433